Version P
27
Properties=species:S:1:pos:R:3 method="wB97M-V/def2-TZVPD" charge=+2
C 0.132 -0.058 0.525
C -0.340 -1.787 -1.056
C -1.251 1.841 -0.215
C 1.263 -0.602 1.422
C -0.213 1.216 0.637
C -1.691 0.874 -1.310
C -2.894 -0.091 -1.158
C 3.612 -0.421 2.119
C 2.393 0.215 1.924
N -0.337 -0.699 -0.520
N -1.158 0.971 -2.489
N -0.246 -2.699 -1.839
H -2.114 2.019 0.419
H -1.027 2.780 -0.661
H 0.605 -0.862 2.362
H 0.253 1.791 1.401
H -3.062 -0.596 -0.214
H -3.149 -0.902 -2.020
H -3.858 0.376 -1.286
H 3.828 -0.771 3.226
H 4.401 0.368 2.004
H 3.807 -1.253 1.462
H 1.602 -1.656 1.144
H 2.309 1.280 2.042
H -1.664 0.442 -3.190
H -0.342 1.598 -2.696
H -0.861 -3.374 -2.037


Version Q
27
Properties=species:S:1:pos:R:3 method="wB97M-V/def2-TZVPD" charge=+2
C -1.636 1.262 0.372
C -0.310 1.121 0.452
C 2.810 0.063 0.106
C -1.909 -1.054 -0.510
C -2.588 0.381 -0.392
C -0.444 -1.310 -0.209
C 1.311 0.510 -1.406
C 0.472 -0.038 -0.184
C 4.089 -0.148 0.840
N 1.685 -0.360 0.651
N 2.616 0.587 -1.133
N -3.817 0.017 0.361
H -1.893 2.225 0.778
H 0.361 1.810 0.966
H -2.547 -1.791 -0.116
H -2.010 -1.211 -1.677
H -2.969 0.817 -1.336
H -0.115 -2.356 -0.311
H 1.037 0.687 -2.341
H 3.896 -0.264 1.924
H 4.927 0.414 0.680
H 4.277 -1.153 0.656
H 1.579 -0.553 1.705
H 3.407 0.569 -1.783
H -4.174 0.764 0.991
H -3.529 -0.640 1.210
H -4.527 -0.352 -0.296


Of them, version P has the lowest stability.


Version P
Computed, not measured: C4H4FN in the gas phase, with ωB97M-V with the def2-TZVPD basis set.

```
10
C4H4FN, DFT ωB97M-V with the def2-TZVPD basis set
C -0.472 -1.551 0.126
C 0.947 -0.314 -0.066
C 2.492 0.432 -0.183
C -0.580 -0.099 -0.198
N 0.803 -1.621 0.370
F 3.539 -0.369 0.057
H -1.348 -2.307 0.358
H 2.625 1.540 -0.290
H -0.929 0.280 -1.152
H -0.825 0.377 0.799
```


Version Q
10
Properties=species:S:1:pos:R:3 method="wB97M-V/def2-TZVPD" smiles=N#C[C@H]1C[C@H]1F
N 2.556 0.476 0.275
C 1.573 0.180 -0.279
C 0.278 -0.387 -0.542
C -0.635 -0.536 0.607
C -0.823 0.689 -0.228
F -0.117 1.908 0.187
H 0.110 -1.060 -1.326
H -1.356 -1.344 0.841
H -0.032 -0.761 1.548
H -1.556 0.835 -1.081


Of them, version P has the lowest stability.


Version P
Computed, not measured: 2 unconnected molecules or ions with the total composition CH3IN4, with ωB97M-V with the def2-TZVPD basis set.

```
9
CH3IN4, DFT ωB97M-V with the def2-TZVPD basis set
C -0.250 0.001 -0.292
N 2.209 2.954 0.285
N 2.914 2.128 0.000
N 0.812 -0.112 0.356
N 3.778 1.441 -0.440
I 4.099 -0.487 0.016
H -1.234 -0.369 0.009
H -0.203 0.507 -1.249
H 0.726 -0.596 1.249
```


Version Q
Computed, not measured: a molecular structure, CH3IN4, with ωB97M-V with the def2-TZVPD basis set.

```
9
CH3IN4, DFT ωB97M-V with the def2-TZVPD basis set
C -0.561 -0.084 0.662
N -0.300 1.294 0.609
N 0.560 1.505 -0.264
N 0.468 -0.696 -0.080
N 0.976 0.400 -0.833
I -2.671 -0.459 -0.142
H -0.642 -0.743 1.903
H 0.284 -1.550 -0.588
H 1.886 0.334 -1.266
```


Of them, version Q has the lowest stability.


Version P
Computed, not measured: a molecular structure, C4H5NO3S, with ωB97M-V with the def2-TZVPD basis set.

```
14
C4H5NO3S, DFT ωB97M-V with the def2-TZVPD basis set
C -2.713 -0.981 -0.482
C -1.383 -0.816 -0.148
C -0.865 0.506 0.086
C 1.877 1.384 0.085
N 0.920 0.395 -0.605
O -1.122 1.523 0.602
O 2.996 -0.989 -0.514
O 1.442 -0.843 1.560
S 2.051 -0.308 0.354
H -2.877 -2.009 -0.792
H -3.524 -0.340 -0.275
H -0.673 -1.596 -0.277
H 2.473 2.220 -0.562
H 1.398 1.855 0.968
```


Version Q
Computed, not measured: 2 unconnected molecules or ions with the total composition C4H5NO3S, with ωB97M-V with the def2-TZVPD basis set.

```
14
C4H5NO3S, DFT ωB97M-V with the def2-TZVPD basis set
C -1.737 -0.603 -0.276
C -0.703 -1.090 0.575
C 0.093 0.001 0.762
C 1.308 0.151 1.538
N -1.520 0.627 -0.626
O 0.419 2.164 -2.384
O 0.669 -0.287 -2.346
O -0.418 1.011 0.014
S -0.180 0.874 -2.624
H -2.456 -1.134 -0.825
H -0.445 -2.132 1.049
H 1.122 -0.101 2.578
H 1.806 1.120 1.455
H 2.042 -0.600 1.111
```


Of them, version P has the lowest stability.


Version P
Computed, not measured: 2 unconnected molecules or ions with the total composition ClH2NOS2, with ωB97M-V with the def2-TZVPD basis set.

```
7
ClH2NOS2, DFT ωB97M-V with the def2-TZVPD basis set
N -2.520 -0.685 1.007
O -1.687 -0.046 -1.130
S 2.763 0.757 -0.202
S -2.124 0.463 0.132
Cl 3.282 -1.224 -0.410
H 2.847 1.064 -1.408
H -2.561 -0.328 2.009
```


Version Q
Computed, not measured: ClH2NOS2 in the gas phase, with ωB97M-V with the def2-TZVPD basis set.

```
7
ClH2NOS2, DFT ωB97M-V with the def2-TZVPD basis set
N 1.112 -0.270 -0.209
O 0.274 1.933 0.699
S -2.093 0.217 0.332
S -0.025 1.044 -0.363
Cl -2.529 -1.754 0.126
H 1.270 -0.899 -1.070
H 1.991 -0.272 0.487
```


Of them, version Q has the lowest stability.


Version P
9
Properties=species:S:1:pos:R:3 method="wB97M-V/def2-TZVPD" charge=+1
C 0.085 0.279 0.003
C 1.508 -0.285 -0.009
N -0.564 1.237 -0.265
O -1.452 2.017 -0.433
P -1.565 -1.447 0.624
S -3.235 -0.765 0.206
H 1.269 -1.362 0.140
H 2.099 0.237 0.764
H 1.854 0.087 -1.031


Version Q
9
Properties=species:S:1:pos:R:3 method="wB97M-V/def2-TZVPD" smiles="CC#[N+]OP=S" charge=+1
C -1.529 0.966 0.958
C -0.569 0.225 0.333
N 0.192 -0.252 -0.382
O 1.126 -0.910 -1.090
P 2.805 -1.588 -0.755
S 3.372 -1.739 -2.587
H -2.626 0.500 0.983
H -1.537 1.989 0.532
H -1.235 0.809 2.009


Of them, version P has the lowest stability.